[1]
Computed, not measured: 2 unconnected molecules or ions with the total composition C4H12, with ωB97M-V/def2-TZVPD.

## Properties
Spin multiplicity = 1
Kohn-Sham gap = 12.592 eV
Total charge = 0
Relative energy (zero: lowest compared OMol25 entry of this formula, charge and spin) = 80.68 kJ/mol
Strongest force on any atom = 2.55 eV/A
SMILES string = CC.CC

Element x y z (Å)
C -0.01 0.64 -1.91
C 0.24 -0.87 -2.13
H 0.06 0.86 -0.83
H 0.78 1.14 -2.46
H -1.01 1.08 -1.98
H 0.95 -1.35 -1.47
H 0.41 -0.99 -3.22
H -0.64 -1.54 -2.14
C -0.51 0.69 2.30
C 0.30 -0.45 1.73
H -1.43 0.45 2.83
H 0.03 1.33 3.00
H -0.77 1.47 1.54
H 0.98 -0.98 2.39
H -0.47 -1.24 1.56
H 0.80 -0.29 0.78

=====

[2]
Computed, not measured: 2 unconnected molecules or ions with the total composition C4H12, with ωB97M-V/def2-TZVPD.

## Properties
Spin multiplicity = 1
Kohn-Sham gap = 12.636 eV
Total charge = 0
Relative energy (zero: lowest compared OMol25 entry of this formula, charge and spin) = 59.70 kJ/mol
Strongest force on any atom = 2.68 eV/A
SMILES string = CC.CC

Element x y z (Å)
C -1.30 -2.44 1.17
C 0.01 -1.88 0.60
H -2.06 -1.66 1.16
H -1.51 -3.40 0.73
H -1.13 -2.57 2.24
H 0.39 -2.21 -0.38
H 0.90 -1.96 1.21
H -0.07 -0.84 0.24
C 0.07 2.40 -0.40
C 1.10 1.78 -1.36
H 0.53 3.23 0.17
H -0.72 2.94 -0.89
H -0.34 1.66 0.29
H 2.09 2.00 -0.94
H 0.97 0.69 -1.49
H 1.07 2.24 -2.34

=====

[3]
Computed, not measured: 2 unconnected molecules or ions with the total composition C4H12, with ωB97M-V/def2-TZVPD.

## Properties
Spin multiplicity = 1
Kohn-Sham gap = 12.755 eV
Total charge = 0
Relative energy (zero: lowest compared OMol25 entry of this formula, charge and spin) = 26.75 kJ/mol
Strongest force on any atom = 1.16 eV/A
SMILES string = CC.CC

Element x y z (Å)
C -2.47 0.68 -0.11
C -2.49 -0.23 -1.35
H -3.39 1.25 -0.02
H -2.30 0.18 0.83
H -1.72 1.45 -0.24
H -3.38 -0.07 -1.95
H -2.33 -1.29 -1.16
H -1.68 0.04 -2.03
C 3.10 0.20 0.55
C 1.84 -0.62 0.89
H 3.40 0.86 1.37
H 3.95 -0.46 0.36
H 2.90 0.80 -0.33
H 1.89 -1.56 0.34
H 0.96 -0.02 0.75
H 1.82 -0.93 1.94

=====

[4]
Computed, not measured: 2 unconnected molecules or ions with the total composition C4H12, with ωB97M-V/def2-TZVPD.

## Properties
Spin multiplicity = 1
Kohn-Sham gap = 12.473 eV
Total charge = 0
Relative energy (zero: lowest compared OMol25 entry of this formula, charge and spin) = 67.93 kJ/mol
Strongest force on any atom = 2.83 eV/A
SMILES string = CC.CC

Element x y z (Å)
C 1.46 -1.87 -0.21
C 1.48 -1.03 1.11
H 1.76 -1.22 -1.03
H 2.09 -2.76 -0.28
H 0.46 -2.31 -0.24
H 0.93 -0.14 0.78
H 2.50 -0.66 1.15
H 1.01 -1.51 1.95
C -1.48 1.05 -1.08
C -1.48 1.88 0.21
H -1.22 0.01 -0.86
H -2.47 1.08 -1.53
H -0.69 1.25 -1.80
H -1.37 1.12 1.00
H -2.48 2.24 0.46
H -0.70 2.63 0.27